Density functional theory data (ωB97M-V/def2-TZVPD) for C11H30N2P2Pd as an isolated structure.

Properties
- Energy above the lowest of the compared OMol25 structures with the same formula, charge and spin: 50.9 kJ/mol
- DFT total energy: -1357.03740 hartree
- Frontier orbital gap (spin up / spin down): 4.36 / 7.90 eV
- Maximum force: 2.06 eV/A

ORCA input file:
```
! RIJCOSX wB97M-V def2-TZVPD def2/J DEFGRID3
* xyz 0 3
Pd 0.05520 -0.45337 -0.54874
H -1.86095 -0.13016 -2.71998
H -1.42204 0.20654 -3.23648
P -0.87587 -2.63320 -0.61741
P 2.04078 0.83528 -0.88783
C 2.52315 2.01695 0.42989
H 3.47639 2.51091 0.14941
H 1.75914 2.78946 0.58317
H 2.66058 1.48616 1.37623
C 3.66751 0.08020 -1.24339
H 3.62236 -0.51377 -2.16616
H 4.46396 0.83953 -1.34717
H 3.93518 -0.59346 -0.41404
C 1.76535 2.01522 -2.25526
H 0.86190 2.60503 -2.03169
H 2.61629 2.69931 -2.38942
H 1.59200 1.47245 -3.19076
C 0.15499 -4.14560 -0.66212
H -0.49609 -5.04103 -0.64119
H 0.74847 -4.14255 -1.58856
H 0.83320 -4.15453 0.20332
C -1.92753 -2.88400 0.85670
H -2.69544 -2.09589 0.85954
H -2.39982 -3.87818 0.79930
H -1.32154 -2.80150 1.76864
C -2.08047 -2.91905 -1.95793
H -1.57619 -2.83579 -2.92889
H -2.52316 -3.92182 -1.84218
H -2.85544 -2.14244 -1.89089
H 1.06714 -1.50253 -1.35592
H 1.38144 -1.37364 -0.12245
C -2.28457 4.05654 1.32491
C -1.71788 2.73372 1.61022
C -1.25588 2.06758 2.75572
C -0.71504 0.81821 2.28563
N -0.86655 0.77608 0.92967
N -1.47216 1.92253 0.58079
C 0.11659 -0.21241 2.98505
H -3.27425 4.20025 1.76159
H -1.67514 4.87685 1.67637
H -2.37627 4.17839 0.25016
H -1.17646 2.44012 3.76434
H -1.54577 2.18412 -0.40152
H 0.95887 0.28526 3.47924
H -0.41433 -0.80295 3.76560
H 0.50835 -0.91885 2.24446
*
```